[1]
# C3H5NO3

2 unconnected molecules or ions with the total composition C3H5NO3 (wB97M-V/def2-TZVPD, the OMol25 dataset).

Geometry as XYZ:
```
12
Properties=species:S:1:pos:R:3:forces:R:3
C 1.1871 0.8076 -0.0179 5.055 4.457 0.562
C 0.2208 0.0004 0.2493 -2.538 -2.679 -1.518
C -0.6268 -0.7465 -0.5836 1.418 -1.985 2.754
N -2.4078 0.5247 -0.1070 -0.990 1.431 0.974
O -2.2965 1.6957 -0.1329 -0.243 0.413 -0.264
O -3.3235 -0.2193 -0.0016 -1.341 0.042 -0.208
O -1.2808 -1.7883 0.0959 0.384 0.525 -0.650
H 1.8401 1.1071 0.9275 -1.339 -0.275 -2.356
H 1.4542 1.3162 -0.9731 -0.236 -0.853 0.733
H 0.1047 -0.1664 1.2576 -0.453 -0.989 2.184
H -0.7514 -0.6247 -1.6047 -0.283 0.080 -1.843
H -2.2494 -1.6900 0.1119 0.565 -0.167 -0.368
```
Forces are in eV/Å.

Output
- orbital gap (alpha / beta) (eV) = 6.912 / 7.963
- lowest unoccupied orbital energy (alpha / beta) (eV) = -0.11 / -2.46
- multiplicity = 3
- ⟨S²⟩ = 2.025
- charge = 0

=====

[2]
# C40H30ClF3NO2PtS2

A molecular structure, C40H30ClF3NO2PtS2 (wB97M-V/def2-TZVPD, the OMol25 dataset).

Geometry as XYZ:
```
80
Properties=species:S:1:pos:R:3:forces:R:3
Pt 0.1833 -0.3180 -0.0945 -0.515 0.380 -0.096
C -0.0905 -0.2618 -8.6714 -0.019 0.001 0.046
C -0.1942 -0.3079 -7.1726 0.051 0.016 -0.004
C -1.2695 -0.9354 -6.5458 0.066 0.030 -0.040
C -1.4002 -0.9292 -5.1662 -0.147 -0.147 0.082
C -0.4209 -0.3040 -4.4178 0.286 0.505 0.069
C 0.6577 0.3424 -5.0058 0.023 -0.037 0.014
C 0.7697 0.3238 -6.3849 -0.046 -0.034 -0.012
S -0.5869 -0.2359 -2.6257 -0.186 -0.940 0.038
O -1.9970 -0.5300 -2.3267 -0.001 0.111 -0.135
C 0.4904 -1.6569 -2.2010 -0.026 0.296 0.003
C 1.8924 -1.3975 -2.2820 0.130 0.062 -0.132
C 2.7831 -2.4127 -2.1662 -0.036 -0.028 0.024
C 2.3421 -3.7450 -1.9448 -0.057 0.000 -0.026
C 3.2651 -4.7982 -1.7855 0.049 -0.061 0.024
C 2.8314 -6.0781 -1.5691 0.044 0.074 -0.005
C 1.4526 -6.3528 -1.4807 -0.078 0.002 0.001
C 0.5341 -5.3522 -1.6264 -0.023 -0.121 0.001
C 0.9504 -4.0220 -1.8842 0.085 0.151 0.003
C 0.0125 -2.9604 -2.0455 0.149 -0.075 0.054
C -1.4316 -3.2874 -2.0405 -0.169 -0.013 0.037
C -2.0194 -4.0105 -3.1190 -0.085 0.055 0.001
C -1.2961 -4.3451 -4.2912 0.022 -0.055 -0.040
C -1.9019 -5.0227 -5.3103 0.072 0.044 0.025
C -3.2571 -5.4026 -5.2124 -0.078 -0.009 0.024
C -3.9837 -5.0764 -4.1041 -0.009 -0.039 -0.057
C -3.3915 -4.3621 -3.0347 0.112 0.029 0.006
C -4.1470 -3.9759 -1.9014 0.041 -0.007 0.032
C -3.5807 -3.2486 -0.8957 -0.179 -0.014 0.093
C -2.2189 -2.9312 -0.9791 0.329 0.202 -0.239
S -1.5333 -1.9374 0.3381 0.141 -0.833 0.563
O -2.6817 -1.3919 1.0699 -0.094 0.175 0.053
C -0.7820 -3.2259 1.3378 0.076 0.188 -0.077
C 0.5953 -3.3948 1.3233 -0.019 0.034 -0.006
C 1.1707 -4.3645 2.1283 -0.051 -0.012 0.002
C 0.3839 -5.1521 2.9662 0.026 -0.010 -0.002
C 1.0141 -6.1664 3.8786 -0.015 0.026 0.002
C -0.9967 -4.9517 2.9720 -0.007 -0.014 -0.004
C -1.5863 -3.9963 2.1625 -0.124 -0.011 -0.005
H -0.6372 -1.0813 -9.1360 0.015 0.009 0.007
H 0.9491 -0.3047 -8.9940 -0.014 -0.013 -0.014
H -0.5123 0.6743 -9.0438 0.003 -0.020 -0.015
H -2.0225 -1.4285 -7.1487 -0.011 0.007 0.021
H -2.2473 -1.3975 -4.6798 0.020 0.041 -0.008
H 1.3904 0.8620 -4.3987 -0.029 0.003 -0.036
H 1.6062 0.8205 -6.8612 -0.016 0.006 0.013
H 2.2350 -0.3873 -2.4564 -0.028 -0.037 0.043
H 3.8459 -2.2165 -2.2350 -0.015 0.008 0.001
H 4.3239 -4.5745 -1.8360 -0.017 -0.014 -0.018
H 3.5466 -6.8825 -1.4591 0.000 0.007 0.010
H 1.1195 -7.3650 -1.2939 0.000 0.009 0.016
H -0.5201 -5.5757 -1.5348 -0.006 0.020 -0.023
H -0.2582 -4.0496 -4.3821 -0.001 -0.009 0.006
H -1.3411 -5.2668 -6.2032 -0.001 -0.007 0.014
H -3.7203 -5.9486 -6.0236 0.003 0.010 0.004
H -5.0278 -5.3543 -4.0283 0.008 0.011 -0.002
H -5.1924 -4.2541 -1.8518 0.001 0.035 -0.004
H -4.1543 -2.8978 -0.0480 0.001 -0.017 -0.028
H 1.2200 -2.7692 0.6951 0.024 0.008 -0.004
H 2.2452 -4.5040 2.1132 -0.010 0.007 0.003
H 1.9194 -6.5860 3.4417 -0.007 0.002 -0.002
H 0.3252 -6.9797 4.1024 0.010 0.000 -0.005
H 1.2903 -5.6974 4.8256 0.003 -0.020 -0.002
H -1.6173 -5.5522 3.6261 0.000 0.010 -0.013
H -2.6579 -3.8347 2.1841 0.030 0.006 0.009
Cl -1.7506 -0.8218 5.4275 -0.038 0.011 0.039
C -0.4363 -0.2675 4.4641 0.081 0.031 -0.086
C 0.7139 0.2419 5.0396 0.050 0.003 0.017
C 1.7334 0.6489 4.1964 -0.021 -0.004 0.024
C 1.5789 0.5190 2.8281 0.193 -0.081 0.041
N 0.4605 0.0358 2.2803 -0.145 -0.174 -0.235
C -0.5397 -0.3366 3.0846 -0.036 0.123 0.172
H 0.8112 0.3193 6.1143 -0.045 -0.014 -0.013
H 2.6470 1.0656 4.5969 0.001 -0.029 -0.031
H 2.3740 0.8075 2.1590 -0.061 -0.023 -0.031
H -1.4659 -0.6684 2.6393 0.006 -0.052 -0.063
F 0.1690 2.4502 -0.4540 0.079 0.010 0.001
C 1.1219 1.4858 -0.4798 0.203 0.172 -0.210
F 1.6841 1.5726 -1.7325 -0.017 0.093 0.043
F 2.0993 1.9150 0.3476 0.045 -0.049 0.042
```
Forces are in eV/Å.

Output
- orbital gap (alpha / beta) (eV) = 7.384 / 5.004
- lowest unoccupied orbital energy (alpha / beta) (eV) = -3.11 / -5.98
- multiplicity = 3
- ⟨S²⟩ = 2.033
- charge = +1

=====

Results for M: 103.08, 908.34 (in u, following the order of the records).
Results for ΔE to the lowest compared entry with this formula, charge and spin: 2.522, 1.443 (in eV, following the order of the records).
Results for electronic energy: -10817.2423, -93136.2980 (in eV, following the order of the records).